Record 1
Computed, not measured: a single C6H10O molecule in a non-equilibrium geometry, with the ωB97M-V functional and the def2-TZVPD basis.

Computed properties:
HOMO-LUMO gap: 10.3939 eV
Spin multiplicity: 1
SMILES: O[C@@H]1C=CCCC1
LUMO: 1.02 eV
HOMO energy: -0.3445 Ha

Last column: Mulliken charge in e.
Element x y z (Å)
O 1.1548 -0.8091 1.3121  -0.56
C 1.2986 -0.5229 -0.0851  -0.08
C 1.1608 0.9473 -0.3998  -0.56
C -0.0344 1.5234 -0.2509  -0.31
C -1.2968 0.7558 0.0898  -0.53
C -1.0557 -0.7229 0.4387  -0.68
C 0.1013 -1.2252 -0.6926  -0.74
H 1.0632 0.0097 1.7983  0.36
H 2.2906 -0.9208 -0.2935  0.40
H 2.0229 1.5073 -0.7558  0.38
H -0.1499 2.5919 -0.4325  0.38
H -1.9265 0.7504 -0.8033  0.28
H -1.8535 1.3162 0.8575  0.39
H -0.9599 -0.7659 1.5554  0.29
H -1.8977 -1.3674 0.2530  0.38
H 0.3081 -2.3014 -0.8731  0.30
H -0.1475 -0.8169 -1.7014  0.30

Record 2
Computed, not measured: a single C6H10O molecule in a non-equilibrium geometry, with the ωB97M-V functional and the def2-TZVPD basis.

Computed properties:
HOMO-LUMO gap: 10.5817 eV
Spin multiplicity: 1
SMILES: C[C@@H]1[C@@H]2C[C@@H](O)[C@H]12
LUMO: 1.05 eV
HOMO energy: -0.3504 Ha

Last column: Mulliken charge in e.
Element x y z (Å)
C 0.9155 0.4341 1.8565  -1.37
C -0.2702 -0.2096 1.1948  -0.01
C -0.3855 -1.0443 -0.0420  -0.33
C 0.6683 -0.7383 -1.1047  -0.66
C -0.0393 0.5911 -1.3509  0.16
O -1.0765 0.4904 -2.3157  -0.54
C -0.8467 0.4390 -0.0231  -0.78
H 0.5297 1.1713 2.5733  0.35
H 1.4770 0.9897 1.1027  0.33
H 1.5748 -0.2548 2.3879  0.33
H -1.0132 -0.5986 1.9058  0.43
H -0.9789 -1.9529 -0.0500  0.33
H 0.6999 -1.4237 -1.9525  0.31
H 1.6767 -0.5954 -0.7008  0.27
H 0.5693 1.4562 -1.6486  0.35
H -1.8160 0.1294 -1.8005  0.36
H -1.6850 1.1164 -0.0319  0.49

Record 3
Computed, not measured: a molecular structure, C6H10O2 in a non-equilibrium geometry, with the ωB97M-V functional and the def2-TZVPD basis.

Computed properties:
HOMO-LUMO gap: 10.6979 eV
Spin multiplicity: 1
LUMO: 0.75 eV
HOMO energy: -0.3657 Ha

Last column: Mulliken charge in e.
Element x y z (Å)
C -0.3932 -1.3697 1.3153  -1.52
C -0.2510 0.0585 1.0240  0.52
C 1.1414 0.4708 0.5358  -1.02
C 0.6672 1.3021 -0.6631  -0.08
C -1.0305 0.5534 -0.1900  -0.29
C -0.1794 0.2959 -1.4718  -0.27
H 0.0160 -1.6917 2.2977  0.37
H -1.4498 -1.7217 1.2759  0.32
H 0.1738 -2.0509 0.5923  0.27
H -0.5514 0.5456 1.9882  0.39
H 1.7837 -0.3736 0.2671  0.33
H 1.6729 1.1217 1.2989  0.31
H 1.3759 1.9382 -1.2792  0.44
H -2.1514 0.4894 -0.2856  0.51
H -0.6112 0.8120 -2.3132  0.42
H -0.1208 -1.4416 -2.3356  0.32
O -0.5455 1.9799 -0.2199  -0.52
O 0.4534 -0.9181 -1.8368  -0.51

Record 4
Computed, not measured: a molecular structure, C6H10O2 in a non-equilibrium geometry, with the ωB97M-V functional and the def2-TZVPD basis.

Computed properties:
HOMO-LUMO gap: 8.0516 eV
Spin multiplicity: 1
LUMO: 0.77 eV
HOMO energy: -0.2676 Ha

Last column: Mulliken charge in e.
Element x y z (Å)
C -0.6601 -0.8784 -0.5371  0.84
C 0.6561 -1.5835 -0.5919  -1.32
C 1.2980 1.7093 0.1852  -1.24
C -0.6971 -0.0570 1.2929  -0.08
C -0.8829 0.5115 -0.5747  -0.48
C -0.1744 1.5871 -0.0290  -0.20
O -1.7662 -1.6304 -0.9204  -0.56
O 0.2430 -0.4366 1.9441  -0.52
H -1.6517 -2.5324 -0.5993  0.34
H -1.7134 0.1643 1.6069  0.44
H -1.9324 0.7217 -0.7663  0.40
H -0.7522 2.4993 0.0399  0.39
H 0.7822 -2.0466 -1.5734  0.41
H 1.4874 -0.9120 -0.4070  0.26
H 0.7018 -2.3553 0.1844  0.38
H 1.5563 2.7413 0.4236  0.35
H 1.6315 1.0777 1.0196  0.33
H 1.8740 1.4199 -0.6974  0.28

Record 5
Computed, not measured: a molecular structure, C6H10O2 in a non-equilibrium geometry, with the ωB97M-V functional and the def2-TZVPD basis.

Computed properties:
HOMO-LUMO gap: 9.9736 eV
Spin multiplicity: 1
LUMO: 0.81 eV
HOMO energy: -0.3367 Ha

Last column: Mulliken charge in e.
Element x y z (Å)
C 1.9306 -2.1207 0.7949  -0.76
C 0.6050 -1.2493 1.2349  -0.87
C 0.2681 0.0638 0.5988  -0.16
C -0.0438 0.4992 -1.0498  -0.27
C -1.8701 1.8242 -1.3437  -0.21
C -0.7336 1.0464 -0.0113  0.33
H 1.6564 -2.3866 -0.3787  0.29
H 2.9315 -1.5609 1.0600  0.26
H 1.9440 -2.8996 1.6941  0.25
H -0.3151 -1.8404 1.5119  0.36
H 0.7611 -0.8514 2.3438  0.31
H 1.0289 0.7115 0.6372  0.45
H 0.9168 1.1158 -1.4194  0.16
H -2.1508 2.5717 -2.2747  0.26
H -3.0342 1.6491 -0.7912  0.21
H -1.7036 0.3534 -0.1148  0.15
O -1.1047 0.5854 -2.1501  -0.37
O -1.0866 2.4883 -0.3419  -0.40

Record 6
Computed, not measured: 2 unconnected molecules or ions with the total composition C6H10O2 in a non-equilibrium geometry, with the ωB97M-V functional and the def2-TZVPD basis.

Computed properties:
HOMO-LUMO gap: 8.9288 eV
Spin multiplicity: 1
SMILES: CCC(C)=O.C=C=O
LUMO: 0.23 eV
HOMO energy: -0.3195 Ha

Last column: Mulliken charge in e.
Element x y z (Å)
C -2.0592 0.5493 -0.1385  -1.11
C -0.7270 0.3923 -0.8513  -0.70
C 0.2465 -0.8666 -0.1595  0.87
C 1.5313 -0.9633 -0.9620  -1.34
O -0.3861 -1.8692 0.1455  -0.65
H -1.9685 1.1318 0.7828  0.25
H -2.7881 1.0532 -0.7746  0.39
H -2.4658 -0.4314 0.1162  0.27
H -0.2419 1.3352 -1.0940  0.43
H -0.8896 -0.0937 -1.8170  0.43
H 2.1421 -1.7777 -0.5720  0.38
H 2.0876 -0.0266 -0.9169  0.30
H 1.3016 -1.1753 -2.0058  0.36
C 0.7677 -0.0248 1.7399  -1.01
C 0.8387 1.2244 1.2312  0.78
O 1.1768 2.2425 0.8112  -0.32
H 1.6201 -0.3932 2.3029  0.35
H -0.1863 -0.3070 2.1619  0.32

Record 7
Computed, not measured: 2 unconnected molecules or ions with the total composition C6H10O2 in a non-equilibrium geometry, with the ωB97M-V functional and the def2-TZVPD basis.

Computed properties:
HOMO-LUMO gap (alpha / beta): 6.2441 / 7.5568 eV
Spin multiplicity: 3
LUMO (alpha / beta): 0.94 / -1.89 eV
HOMO energy (alpha / beta): -0.1950 / -0.3470 Ha

Last column: Mulliken charge in e.
Element x y z (Å)
C -1.4351 0.4355 1.5285  0.48
C -2.3978 -0.3316 1.2567  -0.34
C 1.6651 -0.4341 -0.0899  0.83
C -2.9714 -0.3020 -0.2158  -0.83
C 0.9204 0.3031 -1.3134  -0.84
C 3.0476 0.0611 0.1293  -1.20
O -0.5795 1.1875 1.8533  -0.46
O 1.0562 -1.2953 0.4333  -0.50
H -2.5594 -1.0579 2.1281  0.31
H -3.3734 0.6920 -0.3463  0.31
H -3.7278 -1.0219 -0.3862  0.35
H -2.2060 -0.4120 -0.9479  0.21
H 1.6054 0.3085 -2.2163  0.35
H 0.5918 1.2656 -0.8639  0.29
H -0.0549 -0.1172 -1.6021  0.10
H 3.9407 -0.3910 -0.4614  0.29
H 3.3215 -0.0671 1.1660  0.36
H 3.1565 1.1768 -0.0520  0.30

Record 8
Computed, not measured: 2 unconnected molecules or ions with the total composition C6H10O2S in a non-equilibrium geometry, with the ωB97M-V functional and the def2-TZVPD basis.

Computed properties:
HOMO-LUMO gap: 7.9286 eV
Spin multiplicity: 1
LUMO: -0.15 eV
HOMO energy: -0.2969 Ha

Last column: Mulliken charge in e.
Element x y z (Å)
C -0.8326 0.0317 2.5103  -0.93
C 2.3352 -1.5865 1.9665  -0.84
C -0.7325 0.5633 -3.6993  -0.66
C 0.2486 -0.6699 2.6940  -0.14
C 1.2094 -0.9864 1.6117  0.87
C 1.0104 -0.3327 0.2887  0.06
O -2.3171 2.4600 -2.3777  -0.57
O 0.1196 0.2916 -0.1809  -0.42
S -1.3501 0.9248 -2.2551  0.22
H -1.6182 0.2004 3.2239  0.25
H -1.0991 0.5909 1.6663  0.25
H 3.0857 -1.7666 1.1338  0.21
H 2.5760 -2.0584 2.9057  0.30
H 0.3771 0.6466 -3.6916  0.27
H -1.1194 -0.2171 -4.3179  0.29
H 0.3533 -1.1217 3.6923  0.21
H -1.7229 3.1732 -2.5388  0.30
H 2.0456 -0.3298 -0.2639  0.15
H -2.5689 0.1865 -2.3681  0.17

Energy above the lowest of the compared OMol25 structures with the same formula, charge and spin in kJ/mol, matching the order above: 151.2, 212.2, 199.8, 349.6, 1019.0, 272.3, 38.2, 441.5